DFT (ωB97M-V/def2-TZVPD) results for an isolated molecule of C6H10N2S at a distorted geometry.

Results
* SMILES: CC1(C)N=C1CC(N)=S
* frontier orbital gap: 9.184 eV
* electronic energy: -742.21631 hartree
* energy relative to the best compared isomer or geometry (same formula, charge and spin): 2.1281 eV
* total charge: 0

Each atom is followed by the atoms it is bonded to, with distances in Å.
Atoms and positions in Å:
1 C 0.1707 -1.0622 -0.2838  C3 1.488, C6 1.529, N7 1.243
2 C 1.6614 0.2209 1.2981  C6 1.515, N8 1.396, S9 1.621
3 C -0.7972 -0.1807 -0.9919  C1 1.488, C4 1.515, C5 1.522, N7 1.553
4 C -0.2398 0.8803 -1.9179  C3 1.515, H10 1.029, H11 1.178, H12 1.038
5 C -2.1943 -0.1762 -0.3868  C3 1.522, H13 1.027, H14 1.064, H15 1.002
6 C 1.4026 -1.1090 0.6199  C1 1.529, C2 1.515, H16 0.998, H17 1.118
7 N -0.3640 -1.6515 -1.2393  C1 1.243, C3 1.553
8 N 0.7673 0.6380 2.2858  C2 1.396, H18 0.971, H19 1.010
9 S 2.9117 1.1439 0.8355  C2 1.621
10 H 0.7017 0.8298 -2.3298  C4 1.029
11 H -0.3450 1.8884 -1.3175  C4 1.178
12 H -0.9628 0.9693 -2.6570  C4 1.038
13 H -2.9008 -0.6135 -0.9901  C5 1.027
14 H -2.5791 0.8036 -0.2349  C5 1.064
15 H -2.1247 -0.6144 0.5119  C5 1.002
16 H 2.1237 -1.4661 0.0294  C6 0.998
17 H 1.2887 -1.9812 1.3099  C6 1.118
18 H 0.2061 0.0459 2.8130  N8 0.971
19 H 1.2736 1.4348 2.6454  N8 1.010

=====

DFT (ωB97M-V/def2-TZVPD) results for a cluster of 2 separate species, C6H10N2S in total at a distorted geometry.

Results
* frontier orbital gap (alpha / beta): 8.477 / 8.477 eV
* electronic energy: -742.13923 hartree
* energy relative to the best compared isomer or geometry (same formula, charge and spin): 4.2257 eV
* total charge: 0

Each atom is followed by the atoms it is bonded to, with distances in Å.
Atoms and positions in Å:
1 C -2.0571 -1.0277 -0.8079  C3 1.370, S9 1.745, H10 1.084
2 C -2.7700 0.6859 0.7207  N7 1.319, S9 1.737, H11 1.127
3 C -1.1041 -0.1805 -0.3071  C1 1.370, N7 1.328
4 C 1.2251 -1.0734 0.9358  C6 1.525, H12 1.098, H13 1.090, H14 1.145
5 C 1.1451 1.6525 -0.5397  N8 1.465, H15 1.163, H16 1.144, H17 1.102
6 C 1.7008 -0.7338 -0.4732  C4 1.525, N8 1.431, H18 1.144, H19 1.196
7 N -1.4747 0.8033 0.5036  C2 1.319, C3 1.328
8 N 0.9758 0.3172 -1.1191  C5 1.465, C6 1.431
9 S -3.5989 -0.5907 -0.1163  C1 1.745, C2 1.737
10 H -1.9730 -2.0186 -1.2385  C1 1.084
11 H -3.4486 1.3998 1.2682  C2 1.127
12 H 0.9670 -0.1208 1.4176  C4 1.098
13 H 0.2259 -1.5063 0.9884  C4 1.090
14 H 2.0538 -1.4402 1.6350  C4 1.145
15 H 1.0060 1.5850 0.6135  C5 1.163
16 H 2.2342 1.8501 -0.8287  C5 1.144
17 H 0.4303 2.3629 -0.9855  C5 1.102
18 H 2.7504 -0.2782 -0.4708  C6 1.144
19 H 1.7121 -1.6864 -1.1961  C6 1.196

=====

DFT (ωB97M-V/def2-TZVPD) results for the ion C6H10N3O2 with charge +1 at a distorted geometry.

Results
* SMILES: N[C@@H](CO)C1=[NH+]N=C/C1=C\O
* frontier orbital gap: 8.930 eV
* electronic energy: -549.03482 hartree
* energy relative to the best compared isomer or geometry (same formula, charge and spin): 3.5828 eV
* total charge: +1

Each atom is followed by the atoms it is bonded to, with distances in Å.
Atoms and positions in Å:
1 C 1.7637 -1.8973 -0.2515  C2 1.452, N7 1.270, H12 1.057
2 C 0.8576 -1.0152 0.4617  C1 1.452, C3 1.359, C4 1.419
3 C -0.2046 -0.8033 -0.3597  C2 1.359, C5 1.501, N8 1.343
4 C 0.8428 -0.4685 1.7712  C2 1.419, O10 1.334, H13 1.074
5 C -1.1576 0.3150 -0.0507  C3 1.501, C6 1.568, N9 1.441, H14 1.065
6 C -1.3612 1.2179 -1.3168  C5 1.568, O11 1.385, H15 1.087, H16 1.039
7 N 1.1613 -2.2790 -1.3017  C1 1.270, N8 1.362
8 N 0.0488 -1.5116 -1.4719  C3 1.343, N7 1.362, H17 1.008
9 N -0.6535 1.1190 1.0343  C5 1.441, H18 0.972, H19 0.965
10 O 1.9834 -0.1223 2.3701  C4 1.334, H20 0.941
11 O -0.1145 1.4334 -1.8810  C6 1.385, H21 1.048
12 H 2.7085 -2.1832 0.1254  C1 1.057
13 H -0.0962 -0.6019 2.2746  C4 1.074
14 H -2.0540 -0.0457 0.3981  C5 1.065
15 H -1.7642 2.1720 -0.9876  C6 1.087
16 H -1.9210 0.5672 -1.9020  C6 1.039
17 H -0.3392 -1.5826 -2.3998  N8 1.008
18 H -1.1786 1.2856 1.8352  N9 0.972
19 H -0.2719 1.9257 0.6675  N9 0.965
20 H 1.7030 0.0784 3.2451  O10 0.941
21 H 0.0473 2.3964 -2.2605  O11 1.048

=====

DFT (ωB97M-V/def2-TZVPD) results for an isolated molecule of C6H10N3O5P at a distorted geometry.

Results
* SMILES: N[P@](=O)(OC1=NCCO1)N1CCOC1=O
* frontier orbital gap: 9.520 eV
* electronic energy: -1116.49886 hartree
* energy relative to the best compared isomer or geometry (same formula, charge and spin): 0.5005 eV
* total charge: 0

Each atom is followed by the atoms it is bonded to, with distances in Å.
Atoms and positions in Å:
1 C -1.6326 0.8962 -0.2211  N7 1.297, O10 1.366, O13 1.330
2 C 1.4173 -1.8366 0.3835  N8 1.375, O11 1.203, O14 1.347
3 C -3.8492 0.9732 0.1561  C5 1.529, N7 1.437, H16 1.124, H17 1.023
4 C 2.4338 -1.0455 -1.6244  C6 1.524, N8 1.490, H18 1.187, H19 1.203
5 C -3.0822 1.6886 1.2681  C3 1.529, O13 1.412, H20 1.110, H21 1.121
6 C 2.5860 -2.5548 -1.4785  C4 1.524, O14 1.411, H22 1.094, H23 1.048
7 N -2.7894 0.7854 -0.7966  C1 1.297, C3 1.437
8 N 1.8511 -0.7209 -0.2925  C2 1.375, C4 1.490, P15 1.677
9 N 1.4488 0.9418 1.6845  P15 1.633, H24 0.990, H25 0.961
10 O -0.3289 0.6637 -0.5582  C1 1.366, P15 1.839
11 O 0.8700 -1.8316 1.4553  C2 1.203
12 O 1.9747 1.7874 -0.9153  P15 1.466
13 O -1.7251 1.3957 1.0084  C1 1.330, C5 1.412
14 O 1.8312 -2.8965 -0.3366  C2 1.347, C6 1.411
15 P 1.3942 0.8545 0.0551  N8 1.677, N9 1.633, O10 1.839, O12 1.466
16 H -4.4105 0.0425 0.4407  C3 1.124
17 H -4.6621 1.4821 -0.1988  C3 1.023
18 H 3.3883 -0.3419 -1.6702  C4 1.187
19 H 1.6063 -0.7361 -2.4402  C4 1.203
20 H -3.1856 2.7937 1.2932  C5 1.110
21 H -3.4118 1.2903 2.2632  C5 1.121
22 H 2.1735 -3.0685 -2.3519  C6 1.094
23 H 3.6009 -2.8104 -1.4208  C6 1.048
24 H 1.5615 1.8662 2.0205  N9 0.990
25 H 0.9398 0.3814 2.2762  N9 0.961

=====

DFT (ωB97M-V/def2-TZVPD) results for the ion C6H10N3OS with charge +1 at a distorted geometry.

Results
* frontier orbital gap: 8.276 eV
* electronic energy: -871.93721 hartree
* energy relative to the best compared isomer or geometry (same formula, charge and spin): 3.9739 eV
* total charge: +1

Each atom is followed by the atoms it is bonded to, with distances in Å.
Atoms and positions in Å:
1 C -3.5715 -1.5084 -0.2785  C2 1.199, H12 1.068
2 C -2.9037 -0.5867 -0.6543  C1 1.199, N9 1.389
3 C 0.7510 2.4806 -0.3337  N8 1.313, O10 1.238, H13 1.072
4 C 0.0237 0.1320 0.3565  C6 1.515, N7 1.306, S11 1.737
5 C 2.2577 -1.2007 -0.9158  S11 1.854, H14 1.162, H15 1.010, H16 1.016
6 C -1.1547 1.0242 0.0230  C4 1.515, N8 1.502, N9 1.579, H17 1.185
7 N 0.3820 -0.2344 1.5575  C4 1.306, H18 0.965, H21 1.032
8 N -0.5531 2.3387 -0.3829  C3 1.313, C6 1.502, H19 1.020
9 N -2.1371 0.4863 -1.0893  C2 1.389, C6 1.579, H20 1.072
10 O 1.4826 1.5462 0.0197  C3 1.238
11 S 0.4286 -0.9022 -0.9785  C4 1.737, C5 1.854
12 H -4.0579 -2.3356 0.1909  C1 1.068
13 H 0.9834 3.4675 -0.6832  C3 1.072
14 H 2.8225 -0.3987 -1.5387  C5 1.162
15 H 2.3568 -2.1458 -1.2591  C5 1.010
16 H 2.5663 -1.2580 0.0504  C5 1.016
17 H -1.9346 1.4334 0.8165  C6 1.185
18 H 1.2154 -0.6752 1.7640  N7 0.965
19 H -1.1868 3.0550 -0.7363  N8 1.020
20 H -1.6401 0.3864 -2.0335  N9 1.072
21 H -0.1498 -0.2388 2.4417  N7 1.032

=====

DFT (ωB97M-V/def2-TZVPD) results for a cluster of 2 separate species, C6H10N4 in total at a distorted geometry.

Results
* frontier orbital gap (alpha / beta): 7.590 / 7.588 eV
* electronic energy: -453.48022 hartree
* energy relative to the best compared isomer or geometry (same formula, charge and spin): 4.6452 eV
* total charge: 0

Each atom is followed by the atoms it is bonded to, with distances in Å.
Atoms and positions in Å:
1 C 2.4965 -1.2566 -0.2789  N7 1.311, N8 1.392, H11 1.094
2 C 1.0697 -0.1497 0.7475  C3 1.358, N7 1.382, N9 1.483
3 C 0.1645 0.4000 1.5979  C2 1.358, H12 1.054, H13 1.034
4 C -1.7626 1.1041 -0.1938  C5 1.344, H14 1.102, H15 1.128
5 C -2.3124 -0.1201 -0.1274  C4 1.344, C6 1.551, H16 1.048
6 C -1.5704 -1.3249 -0.7637  C5 1.551, H17 1.059, H18 1.197, H19 1.070
7 N 1.4674 -1.4516 0.5101  C1 1.311, C2 1.382
8 N 2.8268 0.0487 -0.6324  C1 1.392, N9 1.289
9 N 1.9163 0.7607 -0.0613  C2 1.483, N8 1.289, N10 1.271
10 N 1.6239 1.9965 -0.1074  N9 1.271, H20 1.005
11 H 3.0984 -2.0702 -0.6937  C1 1.094
12 H -0.2137 -0.1507 2.4134  C3 1.054
13 H 0.0092 1.4062 1.4158  C3 1.034
14 H -0.8755 1.3594 -0.7954  C4 1.102
15 H -2.3519 1.9612 0.2430  C4 1.128
16 H -3.2449 -0.1011 0.3510  C5 1.048
17 H -0.5508 -1.2498 -1.0412  C6 1.059
18 H -2.2496 -1.5485 -1.7235  C6 1.197
19 H -1.7168 -2.1797 -0.1362  C6 1.070
20 H 2.1761 2.5663 -0.7238  N10 1.005

=====

DFT (ωB97M-V/def2-TZVPD) results for a cluster of 2 separate species, C6H10N4 in total at a distorted geometry.

Results
* SMILES: [H]/N=N\[C@@H](C)C#N.CC=C=N
* frontier orbital gap: 8.220 eV
* electronic energy: -453.47864 hartree
* energy relative to the best compared isomer or geometry (same formula, charge and spin): 4.6883 eV
* total charge: 0

Each atom is followed by the atoms it is bonded to, with distances in Å.
Atoms and positions in Å:
1 C 2.2888 -0.5938 -1.6519  C5 1.279, N7 1.206
2 C -1.5234 1.0821 1.7302  C6 1.412, N8 1.134
3 C 1.8785 -1.0337 0.6662  C5 1.588, H11 1.103, H12 1.100, H13 1.141
4 C -2.4453 -0.5489 0.0882  C6 1.556, H14 1.127, H15 1.097, H16 1.144
5 C 2.0805 -0.0121 -0.5321  C1 1.279, C3 1.588, H17 1.071
6 C -1.8304 0.8517 0.3713  C2 1.412, C4 1.556, N10 1.452, H18 1.147
7 N 2.6513 -1.2611 -2.5884  C1 1.206, H20 1.048
8 N -1.1089 1.2663 2.7691  C2 1.134
9 N -0.0064 2.1205 -0.3267  N10 1.182, H19 1.048
10 N -0.6397 1.1256 -0.4124  C6 1.452, N9 1.182
11 H 1.8222 -2.0418 0.2229  C3 1.103
12 H 1.0632 -0.7224 1.3353  C3 1.100
13 H 2.8168 -1.0940 1.3131  C3 1.141
14 H -1.7092 -1.3800 -0.1026  C4 1.127
15 H -3.1551 -0.5781 -0.7476  C4 1.097
16 H -3.0721 -0.7814 1.0163  C4 1.144
17 H 2.1263 1.0494 -0.4000  C5 1.071
18 H -2.6841 1.6017 0.2135  C6 1.147
19 H -0.5705 2.8805 0.1224  N9 1.048
20 H 2.0175 -1.9306 -3.0867  N7 1.048

=====

DFT (ωB97M-V/def2-TZVPD) results for a cluster of 2 separate species, C6H10N4O in total at a distorted geometry.

Results
* frontier orbital gap (alpha / beta): 7.032 / 7.816 eV
* electronic energy: -528.65899 hartree
* energy relative to the best compared isomer or geometry (same formula, charge and spin): 6.0816 eV
* total charge: 0

Each atom is followed by the atoms it is bonded to, with distances in Å.
Atoms and positions in Å:
1 C -1.3231 0.9481 -3.4559  N7 1.345, N8 1.366, H12 1.083
2 C 0.2585 -0.4629 -3.2996  N7 1.335, N10 1.450, H13 1.136
3 C 0.8522 0.7032 1.5498  C5 1.562, H14 1.060, H15 1.071, H16 1.042
4 C -1.1291 -0.8485 1.0014  C5 1.611, H17 1.083, H18 1.095, H19 0.994
5 C -0.1476 0.2906 0.4229  C3 1.562, C4 1.611, C6 1.486, H20 1.078
6 C 0.4543 -0.2810 -0.8094  C5 1.486, N10 1.325, H21 1.081
7 N -0.5656 0.1064 -4.1821  C1 1.345, C2 1.335
8 N -0.9385 1.0075 -2.1468  C1 1.366, N10 1.306
9 N -0.2367 -3.1234 -2.7358  O11 1.130
10 N -0.0261 0.0868 -1.9882  C2 1.450, C6 1.325, N8 1.306
11 O -0.7308 -2.1137 -2.8510  N9 1.130
12 H -2.0009 1.6524 -3.9221  C1 1.083
13 H 1.2102 -0.9266 -3.7104  C2 1.136
14 H 1.8414 0.6325 1.1765  C3 1.060
15 H 0.7829 0.0836 2.4211  C3 1.071
16 H 0.8097 1.6377 2.0078  C3 1.042
17 H -0.8347 -1.8778 0.8388  C4 1.083
18 H -2.1428 -0.5931 0.6761  C4 1.095
19 H -1.3220 -0.7989 1.9752  C4 0.994
20 H -0.7451 1.1368 0.1231  C5 1.078
21 H 1.0983 -1.1371 -0.6676  C6 1.081

=====

DFT (ωB97M-V/def2-TZVPD) results for the ion C6H10N5S2 with charge +1 at a distorted geometry.

Results
* frontier orbital gap: 10.139 eV
* electronic energy: -1304.52212 hartree
* total charge: +1

Each atom is followed by the atoms it is bonded to, with distances in Å.
Atoms and positions in Å:
1 C -0.5838 0.2952 -0.1393  C5 1.510, N7 1.288, S12 1.752
2 C -2.6122 -0.6985 0.2531  C6 1.456, N8 1.291, S12 1.809
3 C 2.4462 -0.3166 0.5387  N9 1.345, N10 1.313, S13 1.736
4 C 1.4917 0.2419 -1.7486  C5 1.730, S13 1.799, H14 1.082, H15 1.089
5 C 0.6996 1.0351 -0.4305  C1 1.510, C4 1.730, N9 1.435, N11 1.376
6 C -3.9299 -1.3180 0.2703  C2 1.456, H16 1.007, H17 1.096, H18 1.136
7 N -0.6600 -0.1308 1.0741  C1 1.288, N8 1.357
8 N -1.8386 -0.7703 1.2840  C2 1.291, N7 1.357
9 N 1.5753 0.7019 0.6559  C3 1.345, C5 1.435, H19 1.017
10 N 2.9712 -0.9606 1.5549  C3 1.313, H20 1.000, H21 1.007
11 N 0.6279 2.4057 -0.5330  C5 1.376, H22 1.008, H23 1.043
12 S -1.8851 -0.0367 -1.2649  C1 1.752, C2 1.809
13 S 2.6715 -0.9329 -1.0680  C3 1.736, C4 1.799
14 H 0.8204 -0.1620 -2.4952  C4 1.082
15 H 2.0431 1.0322 -2.2550  C4 1.089
16 H -4.0060 -2.0239 0.9847  C6 1.007
17 H -4.5958 -0.4782 0.4972  C6 1.096
18 H -4.2657 -1.5618 -0.7872  C6 1.136
19 H 1.0841 0.6849 1.5466  N9 1.017
20 H 2.6947 -0.7166 2.4841  N10 1.000
21 H 3.7161 -1.6206 1.3983  N10 1.007
22 H 1.5645 2.7756 -0.4910  N11 1.008
23 H -0.0291 2.5548 -1.3292  N11 1.043

=====

DFT (ωB97M-V/def2-TZVPD) results for an isolated molecule of C6H10NO2PS at a distorted geometry.

Results
* SMILES: C#C[C@H](CO[P@H](=O)SC)N=C
* frontier orbital gap: 10.083 eV
* electronic energy: -1179.31945 hartree
* energy relative to the best compared isomer or geometry (same formula, charge and spin): 0.4440 eV
* total charge: 0

Each atom is followed by the atoms it is bonded to, with distances in Å.
Atoms and positions in Å:
1 C -3.5158 -0.0067 1.8605  C2 1.179, H12 1.063
2 C -2.7527 0.2653 1.0040  C1 1.179, C4 1.453
3 C -0.6971 -0.3658 -0.1404  C4 1.538, O9 1.461, H13 1.058, H14 1.116
4 C -1.7641 0.7264 0.0434  C2 1.453, C3 1.538, N7 1.460, H15 1.140
5 C -1.5343 3.1189 -0.0368  N7 1.263, H16 1.092, H17 1.038
6 C 3.3972 -2.4558 -0.2369  S11 1.799, H19 1.093, H20 1.079, H21 1.074
7 N -1.3060 2.0198 0.5426  C4 1.460, C5 1.263
8 O 2.7132 0.2509 -1.8677  P10 1.449
9 O 0.2486 0.0091 -1.1887  C3 1.461, P10 1.537
10 P 1.7409 -0.2196 -0.9025  O8 1.449, O9 1.537, S11 2.102, H18 1.394
11 S 1.6582 -2.3073 -0.6751  C6 1.799, P10 2.102
12 H -4.2599 -0.4208 2.4965  C1 1.063
13 H -0.1742 -0.6326 0.7395  C3 1.058
14 H -1.3295 -1.2121 -0.5006  C3 1.116
15 H -2.2682 1.0716 -0.9191  C4 1.140
16 H -2.0470 3.2780 -0.9880  C5 1.092
17 H -1.2643 4.0039 0.4340  C5 1.038
18 H 2.0811 0.3116 0.3406  P10 1.394
19 H 3.2520 -2.1360 0.7981  C6 1.093
20 H 4.1123 -1.8322 -0.7497  C6 1.079
21 H 3.7095 -3.4666 -0.0537  C6 1.074